ORCA calculation (the ωB97M-V functional and the def2-TZVPD basis) on a cluster of 6 separate species, C15H32BrCl11NO3P in total at a distorted geometry.

The geometry in XYZ format:
```
64
Properties=species:S:1:pos:R:3:forces:R:3
C 3.1475 -2.5856 0.9578 0.188 0.066 -0.007
N 2.0110 -1.7052 1.1743 -0.027 -0.075 0.020
C 0.6783 -2.2921 1.0907 0.181 -0.111 0.011
P -0.3191 -1.8918 -0.4997 1.029 -0.333 1.873
Cl -1.6465 -1.4829 -2.3636 -0.578 0.260 -0.855
C 0.5445 -3.2544 -1.3827 -0.118 -0.237 -0.573
C 0.3940 -3.3828 -2.8824 0.586 0.173 -0.579
O 1.1264 -2.8531 -3.6778 -0.523 -0.302 0.621
O -0.5741 -4.2802 -3.2588 -0.164 0.214 0.308
C 0.1784 -0.1205 -0.5190 -0.395 0.031 -0.321
C 1.4960 0.2383 -1.2284 0.103 0.255 -0.057
C 1.4238 0.2278 -2.7668 0.192 0.230 0.145
O 1.9015 1.5270 -0.7383 -0.182 -0.146 -0.045
C -1.9067 -2.3735 0.3121 -0.215 -0.127 -0.548
C -2.7643 -1.1784 0.7352 -0.286 -0.287 -0.154
C -4.2550 -1.4934 0.6653 0.122 0.049 0.383
Br -2.3320 -0.7121 2.5973 0.036 0.231 -0.003
H 3.5169 -2.5353 -0.0751 -0.093 -0.076 0.062
H 3.9832 -2.2862 1.5966 -0.103 0.015 -0.079
H 2.9194 -3.6336 1.1922 -0.015 0.033 -0.010
H 2.1234 -1.1682 2.0180 -0.027 -0.048 0.016
H 0.7491 -3.3900 1.1640 -0.106 0.051 0.035
H 0.0945 -1.9805 1.9630 -0.027 0.129 -0.213
H 1.6095 -3.2399 -1.1437 -0.120 0.269 0.082
H 0.1215 -4.1514 -0.9178 0.021 0.107 0.025
H -1.2963 -3.7835 -3.6714 0.128 -0.047 -0.170
H -0.6385 0.4418 -0.9826 0.139 -0.065 0.020
H 0.2423 0.1824 0.5305 0.163 -0.171 -0.063
H 2.2875 -0.4286 -0.8900 -0.092 0.055 0.035
H 2.0192 -0.5854 -3.1786 -0.192 -0.057 -0.045
H 0.4061 0.1654 -3.1496 0.043 -0.086 0.024
H 1.8694 1.1640 -3.1212 -0.010 -0.179 0.053
H 1.1715 2.1412 -0.8949 0.043 0.027 -0.015
H -1.7100 -3.0477 1.1473 0.059 0.118 0.036
H -2.4708 -2.9298 -0.4409 0.095 0.034 0.097
H -2.5498 -0.2935 0.1360 0.067 -0.030 0.166
H -4.5173 -1.8105 -0.3459 0.025 0.081 0.016
H -4.5010 -2.2907 1.3739 0.018 0.000 -0.180
H -4.8435 -0.6172 0.9476 0.044 -0.073 -0.130
C -2.1399 3.0586 2.4767 0.105 0.013 0.131
Cl -3.3058 4.3764 2.6523 -0.054 -0.008 -0.016
Cl -1.7950 2.6981 0.7811 0.014 -0.017 -0.058
H -1.2143 3.3586 2.9549 0.018 0.045 -0.023
H -2.5487 2.1687 2.9392 -0.041 0.002 -0.051
C 0.7294 -7.3788 -0.5519 -0.029 -0.004 -0.035
Cl -0.9554 -6.8976 -0.3183 -0.017 -0.001 -0.004
Cl 1.8472 -6.2210 0.1858 0.080 -0.053 0.017
H 0.8808 -8.3445 -0.0861 -0.008 0.015 0.035
H 0.9315 -7.4196 -1.6154 -0.014 0.046 -0.005
C 0.3289 3.5286 -3.9403 0.045 -0.022 -0.017
Cl -0.8673 2.9454 -2.7715 -0.020 0.018 0.055
Cl 0.2451 5.2786 -4.1578 0.009 0.006 -0.008
H 1.3161 3.2727 -3.5746 -0.020 0.032 0.030
H 0.1311 3.0504 -4.8918 -0.032 0.005 0.003
C -1.3723 7.1700 3.5798 -0.035 0.019 -0.007
Cl -0.8137 8.8486 3.5846 -0.052 0.015 0.000
Cl -0.6534 6.2319 4.8967 0.007 -0.070 -0.033
H -2.4465 7.1607 3.7129 0.002 0.043 0.009
H -1.0923 6.7204 2.6347 0.058 -0.026 0.033
C 2.7702 5.6162 2.0211 -0.013 -0.035 0.001
Cl 1.7859 4.1789 1.7060 -0.002 -0.033 -0.013
Cl 1.7877 7.0772 2.1561 0.056 0.042 -0.022
H 3.2982 5.4715 2.9557 -0.038 -0.009 0.021
H 3.4626 5.7397 1.1976 -0.030 -0.004 -0.027
```
Positions in Å, forces in eV/Å.

## Properties
lowest unoccupied orbital energy: 0.320 eV
E_HOMO: -8.47 eV
net charge: 0


ORCA calculation (the ωB97M-V functional and the def2-TZVPD basis) on the molecule C6H12O.

The geometry in XYZ format:
```
19
Properties=species:S:1:pos:R:3:forces:R:3
C -0.5501 -1.6306 -1.5541 0.052 0.135 0.002
C -0.2341 -0.3412 -1.4822 -0.075 -0.120 -0.009
C -1.0298 0.6361 1.7485 0.013 -0.046 0.033
C -0.7469 1.5412 0.5586 -0.216 0.071 0.063
O 0.5571 1.4303 0.0219 0.054 0.057 -0.036
C 0.9136 0.2525 -0.7014 0.136 -0.202 -0.109
C 1.6738 -0.7434 0.1720 -0.010 -0.034 0.028
H -0.8890 -0.4148 1.4866 -0.058 0.088 0.023
H -1.3640 -1.9736 -2.1868 0.102 0.071 0.088
H -0.0051 -2.3962 -1.0069 -0.075 0.148 -0.044
H -0.8084 0.3772 -2.0677 0.090 -0.105 0.046
H -0.3796 0.8787 2.5952 -0.052 -0.055 -0.136
H -2.0719 0.7604 2.0619 0.125 0.023 0.000
H -0.8242 2.5901 0.8654 -0.022 -0.154 -0.058
H -1.5039 1.3750 -0.2210 0.105 0.012 0.125
H 1.6267 0.6253 -1.4509 -0.072 -0.041 0.076
H 1.0299 -1.2368 0.9073 0.091 0.092 -0.125
H 2.1380 -1.5149 -0.4529 -0.062 0.115 0.097
H 2.4680 -0.2152 0.7068 -0.126 -0.053 -0.066
```
Positions in Å, forces in eV/Å.

## Properties
lowest unoccupied orbital energy: 1.103 eV
E_HOMO: -9.57 eV
net charge: 0
energy above the lowest of the compared OMol25 structures with the same formula, charge and spin: 1.3995 eV


ORCA calculation (the ωB97M-V functional and the def2-TZVPD basis) on a cluster of 2 separate species, C3H12N2Si in total at a distorted geometry.

The geometry in XYZ format:
```
18
Properties=species:S:1:pos:R:3:forces:R:3
C 1.3071 0.4653 -1.1434 0.512 0.378 -2.114
C 0.7801 -0.7910 -1.8174 -3.487 0.669 0.564
C 0.4669 -1.8110 -0.8089 1.399 -1.827 2.560
N -2.3032 0.9252 0.7428 0.074 -4.584 -0.808
N -0.2209 1.1361 2.3760 0.343 2.180 -0.351
Si -1.1053 -0.0300 1.5897 -0.020 -1.210 -2.163
H 2.3723 0.6092 -1.3436 -0.005 -0.054 0.433
H 0.7990 1.3087 -1.5984 -0.025 0.445 0.189
H 1.0537 0.3620 -0.1299 0.097 0.376 1.386
H -0.2523 -0.5828 -2.2970 1.598 -0.025 0.441
H 1.3820 -1.1327 -2.5942 1.339 -0.668 -1.390
H 1.2854 -2.3898 -0.2127 -1.192 1.444 -1.127
H -0.4227 -2.3966 -0.7977 -0.627 -0.187 -0.458
H -2.1188 0.7544 -0.2402 -0.510 0.263 -0.069
H -2.1872 1.8358 0.9514 0.187 3.914 0.750
H 0.0581 1.9803 1.8574 -0.393 -0.698 0.312
H 0.4768 0.9531 3.0286 1.167 -0.523 1.376
H -1.3711 -1.1964 2.4373 -0.457 0.108 0.467
```
Positions in Å, forces in eV/Å.

## Properties
lowest unoccupied orbital energy (alpha / beta): 0.677 / 0.798 eV
E_HOMO (alpha / beta): -7.51 / -6.28 eV
net charge: 0
energy above the lowest of the compared OMol25 structures with the same formula, charge and spin: 4.7529 eV


ORCA calculation (the ωB97M-V functional and the def2-TZVPD basis) on a structure of composition C9H22B3ClN2O6P at a distorted geometry.

The geometry in XYZ format:
```
44
Properties=species:S:1:pos:R:3:forces:R:3
O 2.0279 -3.8558 4.4818 0.006 -0.060 -0.023
C 1.0666 -4.3872 4.1114 0.201 -0.279 0.169
N 0.0700 -4.9811 3.7594 -0.125 0.435 -0.093
B -0.9621 -4.3198 3.0067 -0.507 -0.546 -0.145
O -0.7844 -3.9711 1.6733 0.997 0.337 0.459
B -1.0993 -2.6376 1.5186 -0.124 -0.124 -0.376
O -2.3555 -2.2524 1.9164 0.292 0.072 0.190
B -2.9500 -3.0933 2.8478 -0.469 0.323 0.295
P -4.9039 -3.0218 2.9370 -0.071 -0.104 -0.619
O -5.2241 -4.4479 3.6707 0.280 -0.205 0.231
Cl -5.0788 -1.7712 4.5308 0.092 0.250 0.312
O -2.1613 -3.9501 3.5761 0.019 -0.073 -0.093
H -0.2621 -1.8748 1.1512 -0.264 0.084 -0.311
H -5.5589 -5.0829 3.0326 -0.311 -0.096 -0.025
C 1.2035 1.5589 1.0099 0.165 -0.090 -0.008
C 1.0250 2.4220 -0.2215 -0.156 0.112 0.141
N 1.9020 2.0593 -1.4013 0.159 0.047 -0.014
C 3.3336 2.2183 -0.9824 -0.006 -0.058 -0.018
C 1.6979 3.0715 -2.5098 -0.173 0.059 -0.081
C 0.3309 3.1347 -3.1715 0.026 -0.046 -0.080
C 1.7674 0.6268 -1.8701 -0.025 -0.060 0.070
C 0.3973 0.0784 -2.2195 -0.152 -0.024 -0.034
O -0.4532 0.1155 -1.1021 -0.006 0.087 -0.034
C -1.8453 0.2399 -1.3907 -0.011 -0.049 0.110
H 2.1906 1.6668 1.4572 -0.014 0.040 0.020
H 0.4786 1.8885 1.7528 -0.029 0.010 -0.011
H 1.0114 0.5075 0.8128 -0.075 0.012 -0.015
H 1.2766 3.4585 0.0085 0.031 0.009 -0.056
H -0.0034 2.3975 -0.5615 0.011 -0.103 -0.023
H 3.4742 3.2239 -0.5958 0.019 0.011 0.002
H 3.9691 2.0566 -1.8489 0.016 0.016 -0.004
H 3.5705 1.4856 -0.2193 0.002 0.014 0.028
H 2.4637 2.8597 -3.2547 0.038 0.013 0.019
H 1.9291 4.0320 -2.0520 0.053 -0.008 0.015
H 0.2188 2.3890 -3.9539 -0.021 -0.031 0.033
H 0.2454 4.1048 -3.6592 0.013 0.034 0.044
H -0.4984 3.0486 -2.4727 -0.001 0.024 0.009
H 2.1919 0.0206 -1.0722 0.008 -0.027 -0.015
H 2.4146 0.5438 -2.7438 0.024 -0.046 0.012
H 0.5709 -0.9617 -2.5246 0.063 0.020 -0.053
H -0.0476 0.5837 -3.0757 0.015 0.058 0.028
H -2.0558 0.0769 -2.4481 -0.001 -0.038 -0.003
H -2.1949 1.2352 -1.1034 0.006 0.014 -0.046
H -2.3885 -0.4959 -0.8004 0.004 -0.016 -0.012
```
Positions in Å, forces in eV/Å.

## Properties
lowest unoccupied orbital energy: -2.437 eV
E_HOMO: -10.68 eV
net charge: +1


Q: Among the records above, which one has the highest net charge?
A: C9H22B3ClN2O6P


Q: Look up the net charge of the second one.
A: 0


Copy entry 4 word for word.
ORCA calculation (the ωB97M-V functional and the def2-TZVPD basis) on a structure of composition C9H22B3ClN2O6P at a distorted geometry.

The geometry in XYZ format:
```
44
Properties=species:S:1:pos:R:3:forces:R:3
O 2.0279 -3.8558 4.4818 0.006 -0.060 -0.023
C 1.0666 -4.3872 4.1114 0.201 -0.279 0.169
N 0.0700 -4.9811 3.7594 -0.125 0.435 -0.093
B -0.9621 -4.3198 3.0067 -0.507 -0.546 -0.145
O -0.7844 -3.9711 1.6733 0.997 0.337 0.459
B -1.0993 -2.6376 1.5186 -0.124 -0.124 -0.376
O -2.3555 -2.2524 1.9164 0.292 0.072 0.190
B -2.9500 -3.0933 2.8478 -0.469 0.323 0.295
P -4.9039 -3.0218 2.9370 -0.071 -0.104 -0.619
O -5.2241 -4.4479 3.6707 0.280 -0.205 0.231
Cl -5.0788 -1.7712 4.5308 0.092 0.250 0.312
O -2.1613 -3.9501 3.5761 0.019 -0.073 -0.093
H -0.2621 -1.8748 1.1512 -0.264 0.084 -0.311
H -5.5589 -5.0829 3.0326 -0.311 -0.096 -0.025
C 1.2035 1.5589 1.0099 0.165 -0.090 -0.008
C 1.0250 2.4220 -0.2215 -0.156 0.112 0.141
N 1.9020 2.0593 -1.4013 0.159 0.047 -0.014
C 3.3336 2.2183 -0.9824 -0.006 -0.058 -0.018
C 1.6979 3.0715 -2.5098 -0.173 0.059 -0.081
C 0.3309 3.1347 -3.1715 0.026 -0.046 -0.080
C 1.7674 0.6268 -1.8701 -0.025 -0.060 0.070
C 0.3973 0.0784 -2.2195 -0.152 -0.024 -0.034
O -0.4532 0.1155 -1.1021 -0.006 0.087 -0.034
C -1.8453 0.2399 -1.3907 -0.011 -0.049 0.110
H 2.1906 1.6668 1.4572 -0.014 0.040 0.020
H 0.4786 1.8885 1.7528 -0.029 0.010 -0.011
H 1.0114 0.5075 0.8128 -0.075 0.012 -0.015
H 1.2766 3.4585 0.0085 0.031 0.009 -0.056
H -0.0034 2.3975 -0.5615 0.011 -0.103 -0.023
H 3.4742 3.2239 -0.5958 0.019 0.011 0.002
H 3.9691 2.0566 -1.8489 0.016 0.016 -0.004
H 3.5705 1.4856 -0.2193 0.002 0.014 0.028
H 2.4637 2.8597 -3.2547 0.038 0.013 0.019
H 1.9291 4.0320 -2.0520 0.053 -0.008 0.015
H 0.2188 2.3890 -3.9539 -0.021 -0.031 0.033
H 0.2454 4.1048 -3.6592 0.013 0.034 0.044
H -0.4984 3.0486 -2.4727 -0.001 0.024 0.009
H 2.1919 0.0206 -1.0722 0.008 -0.027 -0.015
H 2.4146 0.5438 -2.7438 0.024 -0.046 0.012
H 0.5709 -0.9617 -2.5246 0.063 0.020 -0.053
H -0.0476 0.5837 -3.0757 0.015 0.058 0.028
H -2.0558 0.0769 -2.4481 -0.001 -0.038 -0.003
H -2.1949 1.2352 -1.1034 0.006 0.014 -0.046
H -2.3885 -0.4959 -0.8004 0.004 -0.016 -0.012
```
Positions in Å, forces in eV/Å.

## Properties
lowest unoccupied orbital energy: -2.437 eV
E_HOMO: -10.68 eV
net charge: +1